{"formula": "C41H41Cl52F4INO5S3", "method": "ωB97M-V with the def2-TZVPD basis set", "elements": ["C", "C", "S", "C", "C", "C", "C", "C", "C", "C", "C", "O", "C", "C", "O", "C", "F", "C", "C", "C", "F", "F", "F", "O", "C", "S", "C", "C", "C", "C", "I", "N", "S", "O", "C", "O", "C", "C", "C", "C", "C", "C", "H", "H", "H", "H", "H", "H", "H", "H", "H", "H", "H", "H", "H", "H", "H", "H", "H", "H", "H", "H", "H", "H", "H", "H", "H", "H", "H", "H", "H", "H", "H", "H", "H", "H", "H", "H", "H", "H", "H", "H", "H", "C", "Cl", "Cl", "Cl", "Cl", "C", "Cl", "Cl", "Cl", "Cl", "C", "Cl", "Cl", "Cl", "Cl", "C", "Cl", "Cl", "Cl", "Cl", "C", "Cl", "Cl", "Cl", "Cl", "C", "Cl", "Cl", "Cl", "Cl", "C", "Cl", "Cl", "Cl", "Cl", "C", "Cl", "Cl", "Cl", "Cl", "C", "Cl", "Cl", "Cl", "Cl", "C", "Cl", "Cl", "Cl", "Cl", "C", "Cl", "Cl", "Cl", "Cl", "C", "Cl", "Cl", "Cl", "Cl", "C", "Cl", "Cl", "Cl", "Cl"], "xyz": [[2.0500, 6.2343, 0.6214], [2.5941, 4.7333, 0.3790], [1.5104, 3.6135, 1.4438], [1.4712, 1.9189, 0.7083], [1.5792, 0.6191, 1.6217], [2.0925, -0.5290, 0.5561], [1.6654, -0.3949, -0.9699], [2.8374, 0.1517, -1.9670], [2.2453, -0.1181, -3.4689], [1.0893, 0.9923, -3.7405], [1.4450, 2.0196, -4.9347], [1.9009, 3.2607, -4.3302], [0.8584, 4.2086, -4.1893], [1.3336, 5.7248, -3.8618], [-0.3751, 3.9759, -4.2526], [2.7527, 0.6828, 2.7303], [3.9913, 1.1261, 2.0992], [2.5946, 1.7131, 3.9403], [3.5459, 1.3693, 5.2262], [5.0952, 1.6069, 4.9495], [5.7461, 0.5202, 4.2865], [5.7301, 1.6737, 6.2456], [5.3906, 2.8690, 4.3410], [3.0447, -0.5805, 3.3395], [1.9284, -1.4407, 3.5977], [2.2605, -2.2581, 5.2493], [0.4397, -0.9017, 3.3470], [-0.5122, -0.7670, 4.6428], [-0.0532, 0.1452, 5.8611], [-0.1794, -0.7447, 7.2389], [-1.4389, 1.8194, 6.3232], [0.2658, 0.1560, 2.2670], [-0.7535, 1.5309, 2.7875], [-0.4405, -0.3557, 1.1946], [-1.8493, -0.3666, 1.2703], [-2.4898, -1.1462, 2.0419], [-2.8153, 0.4522, 0.2729], [-4.3447, 0.5951, 0.6365], [-5.2805, 1.4093, -0.3298], [-4.7570, 2.0665, -1.6607], [-3.2511, 1.9268, -2.0132], [-2.3449, 1.1239, -1.0392], [1.2940, 6.5573, -0.1983], [2.8844, 7.0014, 0.7907], [1.4437, 6.1956, 1.6069], [2.5845, 4.4419, -0.7247], [3.6617, 4.6930, 0.7900], [2.4438, 1.9332, 0.0754], [0.5298, 1.8822, 0.0355], [3.2482, -0.6154, 0.5542], [1.7612, -1.5892, 0.8929], [1.4935, -1.4759, -1.3618], [0.6564, 0.1209, -1.1717], [2.9867, 1.2807, -1.9030], [3.7932, -0.4688, -1.9021], [3.0588, -0.1361, -4.2688], [1.7103, -1.1322, -3.4839], [0.1001, 0.4893, -4.0165], [0.8951, 1.5863, -2.7680], [0.5960, 2.1517, -5.6951], [2.3112, 1.5290, -5.5254], [0.5958, 6.2751, -3.1654], [1.5025, 6.2424, -4.8639], [2.3350, 5.5996, -3.2918], [3.0267, 2.7280, 3.5864], [1.5484, 1.9236, 4.3181], [3.2424, 2.1654, 6.0124], [3.3041, 0.3636, 5.7047], [2.1048, -2.3297, 2.8676], [1.3328, -3.2650, 5.4711], [-0.0769, -1.8201, 2.8435], [-0.5602, -1.8500, 5.0629], [-1.6133, -0.5439, 4.4262], [1.0278, 0.4968, 5.8686], [0.1142, -1.8334, 7.0992], [-1.2914, -0.7505, 7.5624], [0.4514, -0.2045, 8.0393], [-1.0743, 2.3078, 1.6790], [-4.7636, 0.1418, 1.6108], [-6.3842, 1.5173, -0.0303], [-5.4152, 2.6650, -2.3756], [-2.7676, 2.3960, -2.9409], [-1.2369, 1.0512, -1.3080], [-4.3765, -4.1247, 2.3859], [-5.4308, -5.5541, 2.3488], [-4.3173, -3.4739, 4.0383], [-2.7383, -4.5835, 1.8721], [-5.0170, -2.8863, 1.2850], [3.6702, -3.2307, -5.6201], [3.7079, -4.9272, -6.1422], [5.1244, -2.3944, -6.2137], [2.2188, -2.4407, -6.2748], [3.6296, -3.1535, -3.8455], [-4.5396, -4.5544, 7.9969], [-4.6481, -5.6546, 6.6067], [-3.7146, -3.0571, 7.5040], [-6.1734, -4.1661, 8.5715], [-3.6202, -5.3348, 9.3013], [-1.3749, -7.8820, -0.1090], [-0.5483, -6.3207, -0.3163], [-0.2253, -9.0769, 0.5285], [-2.7238, -7.6913, 1.0311], [-2.0009, -8.4325, -1.6793], [-0.7573, 8.8516, -1.7078], [0.9660, 8.4219, -1.7867], [-1.4684, 8.7435, -3.3319], [-1.5970, 7.7277, -0.6165], [-0.9264, 10.5098, -1.0957], [2.4371, -0.5374, -10.0254], [2.3189, -1.5964, -11.4467], [3.2772, 0.9632, -10.4732], [0.8057, -0.1499, -9.4362], [3.3454, -1.3648, -8.7424], [5.9076, 2.4931, -7.8028], [4.4080, 3.4294, -7.9798], [5.5206, 0.8700, -7.1912], [6.7107, 2.3557, -9.3811], [6.9884, 3.3165, -6.6576], [7.5378, -2.0843, 6.6140], [7.9890, -3.1310, 5.2512], [5.7714, -1.8813, 6.6443], [8.0734, -2.8285, 8.1355], [8.3141, -0.4984, 6.4251], [-8.5868, -1.1439, 7.0226], [-8.3271, 0.5701, 7.4129], [-8.7825, -2.0700, 8.5267], [-10.0500, -1.3109, 6.0292], [-7.1862, -1.7649, 6.1207], [-2.8202, 1.3201, -9.4545], [-4.3181, 2.2588, -9.6283], [-3.2054, -0.3023, -8.8402], [-2.0214, 1.1802, -11.0349], [-1.7347, 2.1434, -8.3123], [-2.3163, -12.7722, -1.5552], [-0.6698, -13.4397, -1.5468], [-2.3327, -11.2267, -0.6783], [-2.8389, -12.5059, -3.2325], [-3.4231, -13.9153, -0.7643], [-11.8172, -4.7318, 6.6250], [-12.8754, -6.1580, 6.5936], [-11.7634, -4.0709, 8.2730], [-10.1783, -5.1978, 6.1193], [-12.4519, -3.4991, 5.5134], [3.1496, 6.7218, -10.0439], [3.1910, 5.0271, -10.5761], [4.5967, 7.5640, -10.6363], [1.6968, 7.5114, -10.6933], [3.1136, 6.7842, -8.2674]], "atomic_forces_ev_per_a": [[-1.092, -0.584, 0.572], [0.827, 0.720, -0.078], [-0.116, 0.495, -0.114], [0.547, 0.403, -0.930], [3.156, -0.581, -1.926], [0.174, -1.419, 0.003], [0.498, -0.903, -1.047], [-1.531, -0.739, -1.430], [-1.040, 0.534, 0.880], [-0.179, -0.021, -0.639], [0.188, -2.049, 0.122], [-2.344, 1.607, -0.895], [-2.440, 0.912, 0.621], [0.938, -1.761, 0.497], [4.340, -0.127, -0.090], [0.642, 1.593, 1.841], [-2.689, -1.420, 0.638], [1.593, 1.305, 0.388], [-0.845, 1.101, -0.393], [1.384, -0.387, 1.692], [-1.628, 3.154, 1.184], [-1.275, -0.098, -2.952], [-0.766, -3.434, 1.025], [-1.110, 0.461, -0.707], [0.127, -1.986, -2.041], [0.195, 0.423, 0.344], [-1.849, -2.730, 1.108], [-0.148, -0.259, 0.846], [0.295, -1.719, 1.782], [-0.773, 0.807, -0.041], [0.853, -0.439, -0.584], [0.315, 1.697, -0.635], [-0.462, 1.465, 1.975], [-0.937, -0.894, -2.290], [-6.397, -2.346, 1.487], [3.862, 3.092, -2.562], [-1.383, 1.994, -2.168], [1.110, 1.643, -2.934], [3.214, -0.531, -0.522], [2.942, -1.896, 2.250], [-1.462, -1.734, 3.481], [-2.089, 0.436, 0.681], [1.599, -0.650, 1.536], [-1.167, -1.244, -0.577], [0.950, 0.283, -1.479], [-0.069, 0.279, 1.560], [-1.507, -0.239, -0.723], [-1.886, -0.470, 0.871], [1.749, -0.341, 1.012], [-1.907, 0.617, 0.374], [0.349, 1.895, -0.288], [0.241, 1.688, 0.834], [1.751, -0.642, 0.479], [0.205, -1.562, 0.170], [-1.193, 1.065, 0.462], [-1.107, 0.229, 1.096], [1.055, 1.357, 0.025], [1.336, 0.540, 0.433], [0.310, -0.743, -1.623], [1.091, 0.159, 1.479], [-1.105, 1.285, 0.997], [1.024, -1.222, -1.601], [-0.251, -0.541, 1.495], [-1.461, 0.540, -1.098], [-1.093, -1.693, 0.340], [1.142, -0.517, -0.664], [0.743, -1.210, -1.289], [0.906, 1.216, -0.832], [-0.709, 1.617, 1.064], [0.370, 0.895, -0.967], [1.010, 1.736, 0.700], [0.242, 1.808, -0.876], [1.696, -0.258, -0.321], [-1.643, -0.188, -0.500], [-0.008, 1.548, 0.147], [1.902, 0.021, -0.392], [-1.089, -1.141, -1.127], [0.912, -1.075, 0.031], [0.819, 0.832, -1.867], [1.979, -0.186, -0.587], [0.848, -1.050, 1.367], [-0.941, -0.793, 1.574], [-1.741, 0.060, 0.353], [-0.003, 0.122, -0.001], [0.209, 0.252, 0.029], [0.025, -0.013, -0.334], [-0.269, 0.347, 0.156], [0.017, -0.284, 0.108], [-0.143, -0.108, -0.090], [0.003, 0.389, 0.119], [-0.209, -0.171, 0.178], [-0.005, -0.487, 0.850], [0.154, -0.161, -0.176], [-0.186, -0.258, 0.150], [0.018, 0.117, 0.332], [-0.066, -0.092, 0.024], [0.442, -0.108, -0.133], [-0.128, 0.178, -0.259], [-0.104, -0.194, -0.064], [-0.064, -0.136, 0.021], [-0.088, 0.388, -0.051], [0.257, -0.329, -0.301], [0.233, 0.805, 0.185], [-0.144, 0.218, -0.061], [-0.261, 0.465, -0.060], [0.156, -0.026, 0.305], [0.158, 0.122, -0.158], [0.053, -0.363, -0.114], [0.136, -0.063, -0.114], [-0.001, 0.200, 0.265], [-0.142, -0.230, 0.079], [0.309, -0.069, -0.022], [0.002, 0.468, -1.065], [0.021, 0.056, -0.001], [0.351, -0.245, 0.189], [0.058, 0.279, -0.045], [-0.172, 0.023, 0.291], [-0.182, -0.138, -0.189], [0.184, 0.073, 0.021], [-0.108, 0.173, 0.223], [0.185, -0.065, 0.004], [-0.127, 0.127, -0.281], [-0.161, -0.326, 0.039], [-0.072, 0.048, -0.027], [-0.021, -0.286, -0.052], [-0.007, 0.250, -0.263], [0.417, 0.057, 0.273], [-0.199, 0.099, 0.072], [-0.070, 0.007, -0.136], [0.283, -0.169, 0.052], [0.093, 0.253, -0.083], [-0.203, 0.056, 0.288], [-0.151, -0.098, -0.128], [-0.061, -0.097, 0.108], [-0.274, 0.130, -0.004], [-0.161, -1.030, -0.100], [0.091, -0.020, 0.274], [0.191, 0.184, -0.155], [-0.022, -0.035, 0.051], [0.204, 0.272, -0.008], [-0.054, -0.126, -0.296], [-0.222, 0.106, 0.087], [-0.067, -0.309, 0.114], [0.011, 0.053, -0.161], [-0.105, 0.361, -0.041], [-0.273, -0.174, 0.140], [0.258, -0.149, 0.139], [0.002, -0.006, -0.217]], "homo_lumo_gap_ha": 0.2763, "total_charge": 1}